# 1
ORCA calculation (the ωB97M-V functional and the def2-TZVPD basis) on a 10-piece molecular cluster, C36H73NO9S2 overall.

Values from the calculation:
HOMO level = -8.15 eV
2S+1 = 1
LUMO level = 0.51 eV

Geometry (Å):
C: 0.43 -3.47 3.36
C: -0.81 -3.80 2.59
C: -1.32 -2.46 2.00
O: -0.57 -1.45 2.69
C: 0.69 -2.04 2.93
H: 1.23 -4.10 3.09
H: 0.18 -3.54 4.42
H: -1.65 -4.27 3.12
H: -0.49 -4.47 1.76
H: -2.42 -2.27 2.06
H: -1.09 -2.42 0.95
H: 1.21 -1.44 3.63
H: 1.26 -2.02 1.98
C: -3.82 -3.34 -0.37
C: -5.12 -3.63 -1.10
C: -5.07 -2.72 -2.34
O: -4.18 -1.64 -2.02
C: -3.13 -2.27 -1.26
H: -3.24 -4.27 -0.23
H: -4.00 -2.88 0.65
H: -6.02 -3.33 -0.48
H: -5.26 -4.69 -1.42
H: -6.04 -2.38 -2.68
H: -4.67 -3.18 -3.27
H: -2.63 -1.52 -0.69
H: -2.48 -2.76 -1.95
C: -3.05 1.16 -3.92
C: -2.28 1.08 -2.64
C: -2.89 2.19 -1.83
O: -3.17 3.21 -2.83
C: -3.38 2.61 -4.05
H: -4.03 0.63 -3.78
H: -2.58 0.76 -4.78
H: -1.21 1.35 -2.85
H: -2.23 0.07 -2.09
H: -2.30 2.68 -1.11
H: -3.76 1.85 -1.30
H: -2.69 3.16 -4.83
H: -4.36 2.74 -4.46
C: -2.08 3.10 4.37
C: -2.39 3.39 2.88
C: -2.30 2.05 2.22
O: -2.87 1.16 3.16
C: -2.31 1.58 4.46
H: -2.78 3.57 5.05
H: -1.04 3.34 4.62
H: -1.67 4.17 2.44
H: -3.39 3.87 2.83
H: -1.31 1.73 2.12
H: -2.76 1.94 1.24
H: -1.30 1.08 4.66
H: -3.02 1.13 5.13
C: 2.06 -4.49 -2.60
C: 1.77 -4.56 -1.07
C: 0.29 -4.05 -1.11
O: 0.26 -3.07 -2.10
C: 1.26 -3.33 -3.11
H: 1.82 -5.48 -3.05
H: 3.17 -4.34 -2.73
H: 2.36 -3.81 -0.49
H: 1.93 -5.52 -0.63
H: -0.03 -3.61 -0.13
H: -0.44 -4.85 -1.31
H: 1.93 -2.45 -3.25
H: 0.85 -3.59 -4.14
C: -0.96 4.95 -1.25
C: 0.19 4.26 -0.43
C: 1.22 3.84 -1.45
O: 0.93 4.76 -2.64
C: -0.46 4.86 -2.69
H: -0.96 6.04 -0.95
H: -1.93 4.54 -1.11
H: -0.24 3.34 0.06
H: 0.52 4.95 0.34
H: 1.18 2.81 -1.58
H: 2.16 4.19 -1.17
H: -0.94 3.95 -3.20
H: -0.66 5.80 -3.23
C: 0.41 0.82 6.68
C: -1.00 0.26 7.11
C: -0.93 -1.05 6.36
O: 0.34 -1.57 6.59
C: 1.26 -0.45 6.72
H: 0.75 1.63 7.33
H: 0.42 1.27 5.67
H: -1.80 0.87 6.81
H: -1.13 0.13 8.20
H: -1.16 -0.72 5.30
H: -1.71 -1.82 6.49
H: 1.95 -0.61 5.82
H: 1.83 -0.56 7.63
C: 6.51 -2.79 -0.87
S: 6.62 -1.69 -2.25
O: 7.89 -1.98 -2.91
C: 6.87 -0.18 -1.40
H: 6.53 -3.74 -1.35
H: 5.60 -2.67 -0.23
H: 7.48 -2.67 -0.28
H: 6.64 0.61 -2.09
H: 7.94 -0.15 -1.14
H: 6.34 -0.01 -0.47
C: 0.86 2.10 -5.62
S: 2.40 1.21 -5.17
O: 2.10 0.39 -3.96
C: 3.10 2.79 -4.66
H: 0.59 2.57 -4.71
H: 0.18 1.48 -6.09
H: 1.17 2.94 -6.27
H: 3.93 2.58 -3.95
H: 2.41 3.37 -4.10
H: 3.49 3.22 -5.50
N: 1.79 0.53 -1.09
C: 2.93 1.23 -0.86
C: 2.91 1.66 0.40
C: 1.79 1.10 1.08
C: 1.06 0.47 0.06
H: 1.64 0.14 -2.03
H: 3.64 1.37 -1.68
H: 3.46 2.40 1.02
H: 1.60 1.27 2.11
H: 0.14 -0.07 0.21

***

# 2
ORCA calculation (the ωB97M-V functional and the def2-TZVPD basis) on one molecule with the formula C5H7F2N.

Values from the calculation:
HOMO level = -9.89 eV
2S+1 = 1
LUMO level = 0.87 eV
relative energy (zero: lowest compared OMol25 entry of this formula, charge and spin) = 1.958 eV

Geometry (Å):
C: 2.19 0.07 0.65
C: 1.16 -0.39 0.03
F: 0.75 -1.70 0.03
C: 0.14 0.45 -0.51
N: 0.71 1.81 -0.60
C: -1.31 0.08 0.01
C: -2.10 0.75 0.86
F: -1.53 -1.17 -0.46
H: 3.03 -0.53 1.15
H: 2.47 1.14 0.66
H: 0.15 0.09 -1.63
H: 0.05 2.54 -1.11
H: 0.53 2.04 0.38
H: -1.73 1.70 1.11
H: -3.05 0.52 1.32

***

# 3
ORCA calculation (the ωB97M-V functional and the def2-TZVPD basis) on CH2I2S as an isolated structure.

Values from the calculation:
HOMO level = -9.24 eV
2S+1 = 1
LUMO level = -0.74 eV
relative energy (zero: lowest compared OMol25 entry of this formula, charge and spin) = 0.478 eV

Geometry (Å):
C: 0.03 -0.01 -0.46
S: 1.24 -0.57 0.86
I: -0.48 2.15 -0.40
I: -1.85 -1.08 -0.50
H: 0.54 -0.08 -1.54
H: 0.52 -0.41 2.05

***

# 4
ORCA calculation (the ωB97M-V functional and the def2-TZVPD basis) on C22H21I2N5O2RuS as an isolated structure.

Values from the calculation:
HOMO level (spin up / spin down) = -10.10 / -10.16 eV
2S+1 = 2
<S²> = 0.755
LUMO level (spin up / spin down) = -2.57 / -3.28 eV
charge = +1
relative energy (zero: lowest compared OMol25 entry of this formula, charge and spin) = 0.000 eV

Geometry (Å):
Ru: -0.06 -0.17 -0.27
I: -1.27 -5.10 5.11
C: -0.50 -3.70 3.76
C: 0.70 -3.96 3.11
C: 1.21 -3.03 2.22
I: 3.01 -3.39 1.24
C: 0.55 -1.82 1.98
O: 1.06 -0.91 1.15
C: -0.66 -1.58 2.65
C: -1.38 -0.29 2.39
N: -1.78 -0.24 0.95
C: -2.70 0.86 0.61
C: -2.56 1.25 -0.84
C: -3.54 1.98 -1.50
C: -3.32 2.34 -2.82
C: -2.14 1.97 -3.44
C: -1.21 1.25 -2.72
N: -1.42 0.90 -1.45
C: -1.18 -2.52 3.53
H: 1.23 -4.88 3.29
H: -0.74 0.58 2.57
H: -2.26 -0.21 3.02
H: -2.24 -1.13 0.77
H: -2.48 1.71 1.26
H: -3.74 0.57 0.82
H: -4.45 2.24 -0.99
H: -4.07 2.91 -3.36
H: -1.93 2.24 -4.47
H: -0.27 0.93 -3.14
H: -2.11 -2.31 4.05
O: 1.52 -0.17 -1.54
N: 1.86 -1.38 -1.99
C: 3.10 -1.49 -2.53
C: 3.53 -2.66 -3.08
C: 2.66 -3.76 -3.07
C: 1.42 -3.64 -2.51
C: 1.01 -2.42 -1.95
S: -0.54 -2.20 -1.21
H: 3.68 -0.58 -2.48
H: 4.52 -2.72 -3.50
H: 2.97 -4.71 -3.49
H: 0.72 -4.47 -2.47
C: 0.84 5.30 0.91
N: 1.05 3.86 0.81
C: 2.13 3.16 1.29
C: 1.88 1.85 1.03
N: 0.66 1.74 0.41
C: 0.18 2.97 0.30
H: 1.81 5.79 0.91
H: 0.31 5.55 1.82
H: 0.28 5.64 0.04
H: 2.97 3.65 1.75
H: 2.47 0.97 1.24
H: -0.74 3.25 -0.16

***

# 5
ORCA calculation (the ωB97M-V functional and the def2-TZVPD basis) on C57H79AsBN11Ti as an isolated structure.

Values from the calculation:
HOMO level (spin up / spin down) = -4.93 / -7.21 eV
2S+1 = 3
<S²> = 2.010
LUMO level (spin up / spin down) = 0.23 / 0.21 eV
relative energy (zero: lowest compared OMol25 entry of this formula, charge and spin) = 0.000 eV

Geometry (Å):
Ti: 0.86 0.40 0.66
C: 0.81 4.75 -1.53
C: 0.67 3.24 -1.80
C: 0.68 2.96 -3.30
C: -0.55 2.74 -1.11
C: -1.87 3.18 -1.28
C: -2.58 2.62 -0.24
C: -4.05 2.71 0.06
C: -4.69 1.33 0.00
C: -4.75 3.67 -0.90
N: -1.73 1.87 0.50
N: -0.49 1.92 -0.07
B: -1.85 1.55 2.02
N: -0.80 2.42 2.76
N: 0.51 2.41 2.35
C: 1.10 3.45 2.95
C: 0.19 4.10 3.78
C: -1.01 3.44 3.64
C: -2.28 3.83 4.35
C: -2.89 2.70 5.18
C: -3.32 4.48 3.44
C: 2.50 3.95 2.76
C: 3.39 3.60 3.95
C: 3.16 3.55 1.45
N: -1.65 0.05 2.34
N: -0.43 -0.52 2.14
C: -0.46 -1.73 2.73
C: -1.72 -1.93 3.28
C: -2.45 -0.78 3.03
C: -3.85 -0.51 3.50
C: -4.85 -1.48 2.88
C: -3.90 -0.63 5.03
C: 0.73 -2.63 2.94
C: 0.39 -3.77 3.89
C: 1.38 -3.21 1.68
H: 1.76 5.11 -1.93
H: 0.78 4.96 -0.46
H: 0.01 5.30 -2.01
H: 1.52 2.75 -1.32
H: -0.21 3.36 -3.78
H: 0.72 1.89 -3.51
H: 1.55 3.43 -3.77
H: -2.25 3.84 -2.04
H: -4.18 3.10 1.07
H: -4.58 0.90 -1.00
H: -5.76 1.38 0.23
H: -4.22 0.65 0.71
H: -4.66 3.33 -1.93
H: -4.33 4.68 -0.84
H: -5.81 3.73 -0.66
H: -2.94 1.87 2.37
H: 0.37 4.97 4.39
H: -1.94 4.60 5.05
H: -3.29 1.92 4.54
H: -3.70 3.09 5.79
H: -2.14 2.26 5.84
H: -3.81 3.74 2.81
H: -2.86 5.23 2.79
H: -4.09 4.97 4.04
H: 2.39 5.04 2.75
H: 3.46 2.51 4.06
H: 2.99 4.01 4.88
H: 4.40 4.00 3.81
H: 3.55 2.53 1.51
H: 4.00 4.21 1.23
H: 2.46 3.58 0.61
H: -2.06 -2.79 3.83
H: -4.13 0.50 3.21
H: -4.56 -2.51 3.08
H: -4.91 -1.35 1.80
H: -5.84 -1.31 3.30
H: -3.78 -1.67 5.33
H: -4.87 -0.29 5.40
H: -3.12 -0.05 5.51
H: 1.48 -2.02 3.43
H: -0.36 -4.44 3.46
H: 0.02 -3.41 4.85
H: 1.29 -4.37 4.08
H: 0.78 -4.02 1.28
H: 2.36 -3.61 1.94
H: 1.51 -2.46 0.90
N: 4.45 -0.26 2.71
C: 3.68 -0.17 3.87
C: 2.41 0.07 3.48
N: 2.32 0.12 2.10
C: 3.60 -0.02 1.65
C: 3.85 0.36 0.33
N: 2.84 0.87 -0.41
C: 3.45 1.28 -1.59
C: 4.77 1.03 -1.57
N: 5.04 0.43 -0.34
H: 5.45 -0.31 2.67
H: 4.11 -0.30 4.84
H: 1.53 0.19 4.10
H: 2.88 1.68 -2.41
H: 5.53 1.19 -2.31
H: 5.94 0.12 -0.02
C: 2.63 -7.46 -2.61
C: 2.33 -5.99 -2.57
C: 1.22 -5.46 -3.21
C: 0.91 -4.10 -3.16
C: -0.34 -3.66 -3.87
C: 1.74 -3.23 -2.43
As: 1.55 -1.27 -2.21
N: 0.37 -1.01 -0.77
C: -0.77 -1.85 -0.60
C: -0.67 -3.24 -0.50
C: -1.79 -4.04 -0.34
C: -3.06 -3.48 -0.27
C: -3.17 -2.10 -0.34
C: -2.05 -1.30 -0.48
C: 0.80 -0.79 -3.99
C: -0.44 -0.24 -4.31
C: -1.54 -0.10 -3.31
C: -0.68 0.22 -5.61
C: 0.28 0.17 -6.60
C: 0.00 0.68 -7.99
C: 1.51 -0.37 -6.27
C: 1.80 -0.83 -4.99
C: 3.19 -1.37 -4.75
C: 2.89 -3.75 -1.81
C: 3.89 -2.88 -1.09
C: 3.16 -5.12 -1.88
H: 1.94 -7.98 -3.28
H: 2.54 -7.91 -1.62
H: 3.65 -7.65 -2.96
H: 0.56 -6.12 -3.76
H: -0.89 -4.53 -4.22
H: -0.12 -3.03 -4.73
H: -0.99 -3.09 -3.20
H: 0.30 -3.71 -0.55
H: -1.67 -5.12 -0.29
H: -3.94 -4.10 -0.16
H: -4.14 -1.64 -0.30
H: -2.17 -0.23 -0.55
H: -1.82 -1.07 -2.90
H: -2.43 0.34 -3.76
H: -1.23 0.52 -2.47
H: -1.66 0.64 -5.83
H: -1.06 0.90 -8.12
H: 0.30 -0.04 -8.74
H: 0.56 1.60 -8.18
H: 2.28 -0.43 -7.03
H: 3.76 -1.36 -5.68
H: 3.17 -2.40 -4.38
H: 3.72 -0.77 -4.01
H: 3.42 -2.29 -0.29
H: 4.35 -2.16 -1.77
H: 4.67 -3.49 -0.64
H: 4.05 -5.50 -1.39

***

# 6
ORCA calculation (the ωB97M-V functional and the def2-TZVPD basis) on C23H19F5IrN4O5S2Te as an isolated structure.

Values from the calculation:
HOMO level = -10.65 eV
2S+1 = 1
LUMO level = -4.75 eV
charge = +1
relative energy (zero: lowest compared OMol25 entry of this formula, charge and spin) = 0.000 eV

Geometry (Å):
Ir: 0.44 0.73 -0.28
O: -3.88 2.39 6.27
C: -3.83 1.35 5.41
O: -4.67 0.50 5.44
C: -2.65 1.28 4.48
C: -2.83 0.66 3.26
C: -1.78 0.55 2.37
C: -0.52 1.02 2.73
C: -0.33 1.64 3.96
C: -1.40 1.78 4.83
N: 0.56 0.82 1.81
C: 1.75 0.63 2.24
C: 2.78 0.26 1.28
C: 4.09 -0.01 1.63
C: 4.97 -0.45 0.65
C: 4.51 -0.61 -0.65
C: 3.18 -0.31 -0.94
N: 2.35 0.12 0.00
H: -3.23 3.07 6.04
H: -3.81 0.27 3.00
H: -1.92 0.08 1.41
H: 0.63 2.06 4.24
H: -1.24 2.26 5.79
H: 1.99 0.63 3.29
H: 4.41 0.11 2.66
H: 6.00 -0.67 0.89
H: 5.16 -0.96 -1.44
H: 2.78 -0.39 -1.94
O: 0.60 1.81 -4.67
C: 0.15 0.61 -5.09
C: -0.03 0.46 -6.46
C: -0.48 -0.72 -6.99
C: -0.78 -1.80 -6.15
C: -0.62 -1.67 -4.79
C: -0.15 -0.47 -4.24
C: 0.01 -0.38 -2.78
O: 0.52 0.73 -2.27
N: -0.32 -1.38 -2.03
N: -0.08 -1.15 -0.68
C: -0.22 -2.22 0.05
S: 0.04 -2.28 1.77
C: 0.15 -4.09 1.82
C: -0.86 -4.62 0.83
S: -0.67 -3.71 -0.73
H: 0.64 1.81 -3.70
H: 0.20 1.31 -7.10
H: -0.61 -0.82 -8.06
H: -1.14 -2.73 -6.57
H: -0.85 -2.49 -4.13
H: -0.09 -4.39 2.84
H: 1.16 -4.39 1.58
H: -1.88 -4.50 1.19
H: -0.69 -5.68 0.61
F: -0.59 5.12 -0.41
Te: -1.17 3.38 -0.42
F: -1.22 3.62 -2.24
F: 0.78 2.91 -0.33
F: -0.98 3.48 1.43
F: -2.92 3.86 -0.20
O: -1.41 1.58 -0.54

***

# 7
ORCA calculation (the ωB97M-V functional and the def2-TZVPD basis) on C17H50N17O9Sn as an isolated structure.

Values from the calculation:
HOMO level = -10.61 eV
2S+1 = 1
LUMO level = -1.48 eV
charge = +1
relative energy (zero: lowest compared OMol25 entry of this formula, charge and spin) = 0.000 eV

Geometry (Å):
Sn: 10.78 9.39 12.75
C: 7.14 9.15 15.54
C: 7.76 10.11 14.49
C: 6.88 11.43 14.60
C: 7.35 12.36 15.74
C: 8.91 12.46 15.62
C: 9.68 11.15 15.63
N: 9.17 10.29 14.53
O: 9.77 9.00 14.50
C: 9.58 10.43 17.04
C: 11.16 11.42 15.37
C: 7.56 9.54 13.03
H: 7.69 8.26 15.88
H: 6.28 8.75 15.12
H: 6.69 9.67 16.32
H: 5.89 10.97 14.72
H: 6.96 11.95 13.64
H: 7.09 12.10 16.76
H: 6.98 13.33 15.53
H: 9.29 13.09 16.45
H: 9.13 12.89 14.60
H: 8.53 10.58 17.33
H: 10.24 10.89 17.80
H: 9.79 9.40 16.93
H: 11.82 10.58 15.31
H: 11.45 12.24 16.05
H: 11.16 11.88 14.33
H: 6.60 9.69 12.55
H: 7.68 8.48 13.03
H: 8.31 10.01 12.33
C: 9.88 13.43 10.42
O: 10.93 13.68 9.85
N: 9.80 12.59 11.56
N: 8.66 13.86 9.99
H: 10.75 12.39 11.92
H: 9.16 12.84 12.29
H: 7.89 13.44 10.45
H: 8.55 14.43 9.17
C: 14.22 7.61 9.56
O: 14.12 8.71 9.06
N: 15.35 7.15 10.11
N: 13.13 6.78 9.58
H: 15.45 6.14 10.08
H: 16.08 7.47 9.47
H: 13.30 5.79 9.73
H: 12.38 7.03 8.95
C: 10.04 9.61 9.10
O: 9.99 8.41 9.20
N: 11.27 10.24 9.07
N: 8.88 10.43 9.11
H: 11.40 11.24 9.06
H: 12.12 9.65 9.06
H: 8.04 9.96 8.91
H: 8.89 11.35 8.71
C: 9.71 6.21 12.04
O: 10.45 6.93 12.66
N: 8.81 6.65 11.09
N: 9.74 4.83 12.27
H: 8.55 6.02 10.33
H: 9.17 7.61 10.52
H: 9.24 4.30 11.61
H: 9.94 4.29 13.14
C: 13.64 12.41 12.01
O: 12.68 11.66 12.24
N: 13.85 13.25 10.94
N: 14.76 12.47 12.89
H: 14.66 13.83 10.92
H: 13.06 13.42 10.39
H: 15.30 13.26 13.10
H: 14.52 12.02 13.76
C: 12.83 8.12 14.84
O: 12.64 8.81 13.79
N: 14.09 7.74 15.10
N: 11.82 7.77 15.62
H: 14.83 8.19 14.57
H: 14.31 7.62 16.07
H: 12.05 7.15 16.42
H: 10.81 8.09 15.40
C: 9.38 13.51 6.42
O: 9.42 12.34 6.81
N: 9.01 13.83 5.10
N: 9.89 14.64 7.10
H: 8.29 13.21 4.75
H: 8.62 14.76 4.93
H: 10.33 15.33 6.47
H: 10.52 14.35 7.83
C: 16.36 9.81 13.68
O: 15.76 10.32 14.64
N: 15.56 9.36 12.62
N: 17.74 9.61 13.67
H: 15.89 8.90 11.78
H: 14.60 9.63 12.72
H: 18.36 10.10 14.28
H: 18.22 9.33 12.83